The molecule C28H55BO4. Source: the OMol25 dataset; level of theory: wB97M-V/def2-TZVPD.

SMILES: CCCCCCCCC[C@H]1OC[C@@H](CCCC)[C@]1(CCCCCCCCOC(C)=O)B(C)O
LUMO level in hartree: 0.017
HOMO-LUMO gap in eV: 9.6992
Electronic energy in eV: -38788.848
F_max in eV/A: 4.88

Element x y z (Å)
C 9.2876 3.8691 0.1253
C 8.1746 3.1724 1.0926
C 6.8679 2.9431 0.1908
C 7.0204 1.6097 -0.7210
C 5.6569 1.4911 -1.5821
C 4.7142 0.3850 -0.8802
C 3.5227 1.0647 -0.0115
C 3.5715 0.6956 1.5500
C 2.1260 0.2627 2.1562
C 1.5177 -1.0156 1.4240
O 1.6423 -2.3257 2.0393
C 0.8301 -3.2076 1.1917
C 0.0271 -2.3320 0.0597
C -1.3293 -3.0936 -0.3393
C -1.4642 -3.1834 -1.9532
C -0.9092 -4.5869 -2.5451
C 0.6817 -4.7731 -2.2548
C -0.0309 -0.9601 0.9006
C -0.8645 -0.9006 2.2698
C -2.4567 -0.7616 2.0957
C -3.0719 0.6180 2.6920
C -3.6644 1.4987 1.4737
C -5.2378 1.2853 1.2177
C -5.9323 2.6004 0.5687
C -7.4117 2.2420 -0.0130
C -7.2853 1.4917 -1.4290
O -8.2306 0.3774 -1.5749
C -7.5306 -0.8280 -1.1920
C -6.4761 -1.5340 -2.1849
O -7.7738 -1.2494 -0.0326
B -0.3634 0.3733 -0.0119
C -0.7423 0.2660 -1.6119
O -0.3849 1.7193 0.5299
H 9.9535 4.5742 0.7218
H 9.8936 3.0930 -0.4481
H 8.7440 4.5006 -0.6753
H 8.5151 2.1513 1.4783
H 7.9288 3.9057 1.9326
H 6.6628 3.8012 -0.5478
H 5.8989 2.7966 0.7896
H 7.9384 1.6447 -1.4087
H 7.1881 0.7480 0.0065
H 5.8411 1.2940 -2.6994
H 5.1533 2.5305 -1.5393
H 5.3517 -0.3444 -0.2751
H 4.2352 -0.2424 -1.7232
H 2.5313 0.7536 -0.4920
H 3.5854 2.2130 -0.1036
H 4.0662 1.5253 2.1811
H 4.2752 -0.2167 1.6532
H 2.3595 -0.0685 3.2410
H 1.4136 1.1464 2.2525
H 2.0617 -1.1874 0.4134
H 1.4664 -4.0728 0.8122
H -0.0638 -3.6218 1.7969
H 0.7056 -2.3684 -0.8717
H -2.2679 -2.7110 0.1770
H -1.2001 -4.1899 0.0099
H -2.5349 -2.9499 -2.3087
H -0.8055 -2.3738 -2.4447
H -1.4691 -5.4194 -2.0044
H -1.0249 -4.6627 -3.6827
H 1.2691 -3.8083 -2.4030
H 1.0559 -5.5599 -2.9906
H 0.8263 -5.1057 -1.1716
H -0.5116 0.0284 2.8592
H -0.6841 -1.7928 2.9704
H -2.9565 -1.6046 2.7047
H -2.8372 -0.8446 1.0251
H -2.2760 1.1843 3.2798
H -3.9689 0.4208 3.3927
H -3.4629 2.6009 1.7162
H -3.1422 1.2724 0.4683
H -5.3299 0.4663 0.4087
H -5.7633 1.0121 2.1905
H -6.0124 3.4164 1.3659
H -5.3433 3.0101 -0.3284
H -7.9613 1.6425 0.7846
H -7.9512 3.2421 -0.2156
H -6.2000 1.1273 -1.5249
H -7.4244 2.2857 -2.2511
H -6.9097 -1.6868 -3.2358
H -6.1399 -2.5092 -1.6988
H -5.6149 -0.7819 -2.3024
H -1.1020 1.2939 -1.9666
H 0.1310 -0.0878 -2.2530
H -1.6586 -0.4331 -1.6614
H -0.9157 1.7485 1.3559

Atomic forces in eV per Å
C -0.61 -0.05 0.07
C -0.45 0.82 -1.43
C 0.13 -0.94 -0.56
C -0.23 1.03 -0.06
C 0.37 -0.14 0.68
C -0.65 0.38 -1.10
C 0.35 0.29 0.08
C -0.13 -0.89 -0.21
C 1.18 -0.91 1.44
C -0.06 0.49 -2.94
O -1.02 0.42 -0.72
C -1.49 -0.21 0.21
C 0.41 -1.34 1.57
C 0.72 -0.97 -0.69
C 0.37 0.22 -0.61
C 0.58 0.63 0.61
C -0.93 -0.10 0.04
C 1.09 0.57 0.39
C -0.90 -0.08 0.10
C -0.87 -0.03 1.29
C -0.55 -0.29 -1.08
C -0.10 0.59 0.16
C 0.50 0.72 -1.10
C -0.57 -0.62 -0.13
C 0.70 0.76 0.10
C 0.78 1.05 0.56
O 2.52 -0.94 -0.16
C -1.13 -0.79 3.41
C -0.61 1.11 0.24
O 1.17 1.13 -4.61
B 0.04 0.85 -0.22
C -0.34 0.66 0.67
O -1.01 -2.24 -0.19
H -0.65 -1.10 -0.85
H -0.64 1.05 0.92
H 0.84 -0.92 1.34
H -0.36 1.60 -0.29
H 0.42 -1.21 -0.95
H 0.49 -1.00 1.33
H 1.45 0.23 -0.59
H -1.25 0.19 1.04
H -0.41 0.88 -1.14
H -0.15 -0.01 1.76
H 0.63 -1.72 -0.11
H -0.94 1.12 -0.67
H 0.62 0.89 1.36
H 1.27 0.44 0.87
H -0.13 -1.79 0.00
H -0.99 -1.15 -1.02
H -1.20 1.32 -0.04
H -0.51 0.51 -1.56
H 0.85 -1.28 -0.53
H -0.28 0.86 1.49
H -0.79 1.24 0.34
H 1.74 0.32 -0.43
H -1.15 0.98 1.43
H 1.34 -0.28 -0.76
H -0.34 1.63 -0.41
H 1.51 -0.63 0.58
H -1.07 -1.11 0.87
H 0.68 0.86 -1.00
H -0.25 0.20 1.70
H -0.82 -1.22 0.02
H -0.25 0.98 1.23
H 0.00 0.32 -1.57
H -0.35 -1.42 -0.99
H 0.06 1.28 -1.25
H 0.79 1.09 -1.16
H 0.73 -0.02 1.30
H -1.03 -0.66 -0.75
H 1.60 0.20 -0.94
H -0.41 -1.37 -0.44
H -0.55 0.39 1.67
H -0.12 0.87 1.65
H 0.53 0.20 -1.42
H 0.13 -1.05 -1.16
H -0.48 -0.58 1.44
H 0.53 0.64 -1.34
H 0.63 -1.65 0.55
H -1.55 0.36 0.04
H -0.12 -1.54 1.05
H 0.47 0.17 1.69
H -0.47 1.50 -0.74
H -1.08 -1.32 0.20
H 0.66 -1.41 0.35
H -1.34 0.20 0.68
H 1.55 0.77 -0.19
H 0.88 -0.02 -0.42